(1)
A molecular structure, C42H49BrN5O6PS2SiV at a distorted geometry, computed with ωB97M-V/def2-TZVPD.

Output
M, g mol⁻¹: 973.9
Highest occupied orbital energy (spin up / spin down), eV: -1.21 / -1.14
⟨S²⟩: 0.7721
LUMO level (spin up / spin down), eV: 3.2 / 3.2
2S+1: 2
Total charge: -2
Relative energy (zero: lowest compared OMol25 entry of this formula, charge and spin), kJ/mol: 0.0

Element x y z (Å)
V: -0.33 0.04 0.18
O: -1.59 1.17 0.85
C: -1.56 2.04 1.86
C: -0.44 2.24 2.67
C: -0.42 3.25 3.67
C: 0.71 3.47 4.43
C: 1.85 2.71 4.27
C: 1.86 1.71 3.29
C: 0.76 1.45 2.49
O: 0.82 0.48 1.57
N: 0.69 4.55 5.44
O: 1.67 4.74 6.11
O: -0.30 5.21 5.56
H: -2.46 2.62 2.04
H: -1.30 3.86 3.83
H: 2.71 2.91 4.89
H: 2.74 1.10 3.14
S: -1.56 0.61 -1.94
C: -1.62 0.00 -3.60
C: -1.91 0.97 -4.58
C: -2.12 0.68 -5.93
C: -2.39 1.76 -6.87
N: -2.59 2.62 -7.61
C: -2.06 -0.66 -6.34
C: -1.76 -1.64 -5.41
C: -1.52 -1.39 -4.03
S: -1.17 -2.72 -2.99
C: -2.32 -1.03 -7.73
N: -2.53 -1.32 -8.82
H: -2.00 2.00 -4.25
H: -1.71 -2.67 -5.74
C: 1.86 -1.55 3.03
O: 1.46 -1.78 1.69
C: 2.20 -2.57 0.94
C: 3.05 -3.51 1.47
C: 3.78 -4.30 0.61
Br: 4.95 -5.62 1.34
C: 3.67 -4.16 -0.74
C: 2.83 -3.20 -1.29
C: 2.08 -2.37 -0.46
O: 1.25 -1.36 -0.85
C: 2.78 -3.15 -2.77
N: 2.19 -2.27 -3.48
C: 2.37 -2.68 -4.81
C: 1.91 -2.13 -6.01
C: 2.25 -2.77 -7.19
C: 3.05 -3.93 -7.20
C: 3.50 -4.49 -6.02
C: 3.13 -3.84 -4.84
N: 3.40 -4.11 -3.52
H: 2.91 -1.27 3.07
H: 1.67 -2.41 3.67
H: 1.25 -0.71 3.38
H: 3.13 -3.63 2.54
H: 4.27 -4.80 -1.38
H: 1.15 -1.35 -1.84
H: 1.30 -1.24 -6.02
H: 1.89 -2.36 -8.12
H: 3.30 -4.40 -8.14
H: 4.10 -5.39 -6.01
H: 3.77 -4.97 -3.17
C: -3.82 -3.19 1.74
Si: -2.40 -2.04 2.14
C: -1.39 -2.97 3.42
C: -3.17 -0.60 3.01
C: -1.48 -1.66 0.63
H: -4.30 -3.58 2.66
H: -3.46 -4.06 1.16
H: -4.58 -2.68 1.14
H: -2.07 -3.55 4.07
H: -0.81 -2.30 4.06
H: -0.70 -3.68 2.94
H: -3.74 -0.94 3.89
H: -3.85 -0.06 2.34
H: -2.41 0.12 3.35
H: -2.19 -1.58 -0.19
H: -0.83 -2.53 0.39
C: 1.96 1.74 -3.86
C: 1.89 2.82 -2.81
C: 0.63 3.69 -3.05
P: 1.84 2.04 -1.13
C: 1.99 3.53 -0.03
C: 2.95 4.64 -0.45
C: 0.59 4.13 0.22
C: 3.50 1.20 -1.08
C: 3.81 0.72 0.35
C: 4.72 1.87 -1.70
H: 1.95 2.19 -4.86
H: 1.09 1.08 -3.77
H: 2.86 1.11 -3.78
H: 2.78 3.45 -2.87
H: -0.26 3.21 -2.63
H: 0.47 3.82 -4.13
H: 0.73 4.68 -2.60
H: 2.34 3.11 0.91
H: 2.61 5.13 -1.37
H: 3.97 4.29 -0.62
H: 2.99 5.41 0.34
H: 0.33 4.85 -0.56
H: 0.57 4.65 1.18
H: -0.19 3.37 0.24
H: 3.29 0.30 -1.67
H: 4.14 1.56 0.97
H: 4.62 -0.02 0.33
H: 2.93 0.27 0.82
H: 5.06 2.72 -1.11
H: 4.54 2.21 -2.73
H: 5.55 1.14 -1.74

Here are the Mulliken charges for atoms 1 to 8, given in e: -0.019, -0.279, -1.730, 1.172, -1.003, -0.628, -0.922, 0.679

=====

(2)
C5H5ClO2 in the gas phase at a distorted geometry, computed with ωB97M-V/def2-TZVPD.

Output
M, g mol⁻¹: 132.5
Highest occupied orbital energy, eV: -8.02
SMILES: Cl[C@H]1[C@H]2OC=CO[C@@H]12
LUMO level, eV: 0.8
Relative energy (zero: lowest compared OMol25 entry of this formula, charge and spin), kJ/mol: 303.9

Element x y z (Å)
C: -1.55 0.40 0.13
C: -0.33 0.30 1.06
C: 1.23 -1.21 0.01
C: 1.31 -0.35 -1.02
C: -0.36 1.12 -0.26
H: -2.34 0.90 0.74
H: -0.23 0.70 2.11
H: 1.92 -2.07 0.08
H: 1.79 -0.73 -1.88
H: -0.43 2.19 -0.12
O: 0.48 -0.88 1.03
O: 0.42 0.64 -1.26
Cl: -1.91 -1.04 -0.63

Here are the natural (NBO) charges for atoms 1 to 8, given in e: -0.328, 0.045, 0.067, -0.005, 0.069, 0.241, 0.224, 0.208

=====

(3)
2 unconnected molecules or ions with the total composition C9H18BCl4I at a distorted geometry, computed with ωB97M-V/def2-TZVPD.

Output
M, g mol⁻¹: 405.8
Highest occupied orbital energy, eV: -9.27
SMILES: CC(C)CCB(Cl)C[C@H](C)I.ClC(Cl)Cl
LUMO level, eV: 0.3

Element x y z (Å)
C: 2.74 1.78 1.69
C: 2.25 0.40 1.12
C: 3.28 -0.71 1.51
C: 2.19 0.57 -0.44
C: 1.00 -0.16 -1.13
B: -0.45 0.40 -0.80
Cl: -1.82 -0.19 -1.88
C: -0.85 1.43 0.35
C: -1.90 0.81 1.36
C: -1.63 -0.69 1.68
I: -3.96 1.15 0.76
H: 3.83 1.88 1.55
H: 2.46 1.87 2.75
H: 2.22 2.59 1.15
H: 1.27 0.19 1.57
H: 3.44 -1.45 0.72
H: 4.24 -0.26 1.83
H: 2.87 -1.25 2.39
H: 3.12 0.09 -0.82
H: 2.28 1.63 -0.74
H: 1.06 -1.26 -0.99
H: 1.14 -0.02 -2.23
H: -0.01 1.90 0.87
H: -1.40 2.25 -0.16
H: -1.77 1.37 2.31
H: -2.19 -0.93 2.60
H: -0.56 -0.83 1.87
H: -2.01 -1.36 0.89
C: -4.13 -2.20 -3.86
Cl: -3.07 -3.49 -4.45
Cl: -4.22 -0.88 -5.03
Cl: -5.74 -2.83 -3.50
H: -3.71 -1.81 -2.94

Here are the natural (NBO) charges for atoms 1 to 8, given in e: -0.605, -0.221, -0.614, -0.388, -0.844, 0.884, -0.245, -0.879

=====

(4)
C5H13NO in the gas phase, computed with ωB97M-V/def2-TZVPD.

Output
M, g mol⁻¹: 103.2
Highest occupied orbital energy, eV: -9.44
SMILES: CC(C)(C)OCN
LUMO level, eV: 0.9
Relative energy (zero: lowest compared OMol25 entry of this formula, charge and spin), kJ/mol: 56.1

Element x y z (Å)
C: 0.61 0.02 -0.11
C: -1.74 0.74 -0.13
C: 1.17 1.18 0.72
C: 0.34 -1.19 0.78
C: 1.61 -0.36 -1.21
N: -2.72 -0.31 -0.11
O: -0.55 0.44 -0.84
H: -2.37 -1.13 0.36
H: -2.96 -0.58 -1.06
H: -2.19 1.60 -0.65
H: -1.53 1.03 0.90
H: -0.36 -0.95 1.58
H: 2.55 -0.68 -0.77
H: 0.51 1.43 1.55
H: 1.29 2.06 0.10
H: 2.14 0.90 1.13
H: 1.27 -1.52 1.23
H: -0.07 -2.01 0.19
H: 1.79 0.50 -1.85
H: 1.21 -1.16 -1.82

Here are the natural (NBO) charges for atoms 1 to 8, given in e: 0.270, 0.080, -0.640, -0.646, -0.611, -0.840, -0.563, 0.354

=====

- Look up the M of the fourth one.
  103.2 g mol⁻¹

=====

- Look up the M of the first one.
  973.9 g mol⁻¹

=====

- Which of these has the highest M?
  C42H49BrN5O6PS2SiV